1.
DFT (the ωB97M-V functional and the def2-TZVPD basis) results for one molecule with the formula C4H7NO4 in a non-equilibrium geometry.

Structure (XYZ):
```
16
Properties=species:S:1:pos:R:3:forces:R:3
N -0.195 1.569 -0.061 0.7957 1.2335 -1.2570
C -0.404 0.220 -0.398 -1.6079 -2.0722 3.0593
C 0.569 -0.643 0.392 -0.5171 -0.0259 0.6953
C 2.062 -0.479 0.139 -3.4810 2.0293 -0.3226
O 2.798 -1.360 0.208 3.3460 -3.7900 0.3487
O 2.402 0.744 -0.205 0.4646 0.8140 -0.0419
C -1.829 -0.377 -0.011 0.9711 4.6795 1.4005
O -2.529 0.335 0.663 -0.4751 -0.3886 0.0193
O -2.172 -1.553 -0.385 -0.9374 -1.7226 -0.3811
H -0.636 1.855 0.766 -0.8284 0.1517 1.4947
H -0.457 2.238 -0.775 -0.0830 -0.2553 -0.0857
H -0.343 0.084 -1.382 0.6996 -0.4105 -4.2967
H 0.308 -0.302 1.372 0.5594 0.5088 1.1912
H 0.247 -1.667 0.541 0.4606 -0.5275 -0.7960
H 1.588 1.266 -0.071 -0.1539 0.8424 -0.2011
H -1.409 -1.928 -0.794 0.7870 -1.0665 -0.8267
```
Positions in Å, forces in eV/Å.

Properties
Frontier orbital gap ... 10.4466 eV
Highest occupied orbital energy ... -10.2 eV
Total charge ... 0
SMILES string ... N[C@@H](CC(=O)O)C(=O)O

Löwdin atomic charge list, values in e, 5 entries:
1. N 0.08
2. C -0.30
3. C -0.04
4. C -0.59
5. O 0.17

***

2.
DFT (the ωB97M-V functional and the def2-TZVPD basis) results for C29H27FN4O8Ru as an isolated structure.

Structure (XYZ):
```
70
Properties=species:S:1:pos:R:3:forces:R:3
Ru -0.121 -0.016 -3.924 -0.7954 -0.1392 -0.0512
O -2.763 0.802 -7.162 0.0671 0.0402 0.0353
C -1.613 0.683 -6.525 -0.0585 0.0557 -0.1288
O -1.458 1.092 -5.387 0.1604 -0.1463 -0.0513
C -0.519 0.087 -7.376 -0.0684 -0.0168 0.2372
O 0.537 -0.339 -6.566 0.1641 0.0388 -0.2726
C 0.723 -1.757 -6.537 0.0600 0.0891 -0.0158
C -0.260 -2.461 -5.601 -0.3101 0.0263 0.1978
O -0.371 -3.663 -5.634 0.0838 -0.0419 -0.1419
O -0.947 -1.667 -4.816 0.3537 -0.1468 -0.1442
H -3.398 1.231 -6.567 -0.0406 0.0135 -0.0121
H -0.175 0.888 -8.039 -0.0050 -0.0046 -0.0248
H -0.942 -0.705 -7.997 0.0013 -0.0290 0.0234
H 1.743 -1.923 -6.194 -0.0170 -0.0123 0.0428
H 0.625 -2.172 -7.541 0.0048 -0.0584 0.0202
C 4.638 -0.695 1.847 0.0136 0.0065 0.0218
C 3.928 -1.933 1.325 -0.0507 0.0357 -0.0173
N 2.809 -1.600 0.432 0.0119 -0.0694 -0.0081
C 3.054 -1.478 -0.888 0.0040 -0.0447 0.0252
C 2.109 -1.196 -1.828 -0.1377 -0.0018 0.0608
C 2.543 -1.049 -3.256 -0.0404 0.3553 -0.0510
O 3.591 -1.513 -3.635 0.0593 -0.0541 0.1155
O 1.785 -0.298 -4.027 0.0294 -0.1090 -0.0255
C 0.750 -1.140 -1.425 0.1972 -0.1097 -0.0439
O -0.222 -1.103 -2.210 -0.0976 0.1737 -0.0111
C 0.494 -1.155 0.003 0.0049 -0.0796 0.0687
C -0.796 -0.886 0.462 0.0137 -0.0123 -0.0127
C -1.045 -0.845 1.801 0.0350 -0.0451 0.0421
F -2.307 -0.609 2.216 -0.0248 -0.0013 0.0008
C -0.029 -1.047 2.750 0.0147 0.0713 -0.0006
C 1.252 -1.303 2.289 -0.0135 0.0173 -0.0451
C 1.530 -1.373 0.917 0.0232 0.0742 0.0228
N -0.237 -0.961 4.153 -0.0376 -0.0999 0.0102
C -1.438 -0.321 4.688 0.0350 0.0427 -0.0056
C -1.266 -0.186 6.209 0.0573 0.0221 0.0441
N 0.203 -0.216 6.514 0.0128 -0.0097 -0.0618
C 0.758 -1.595 6.265 -0.0176 0.0512 0.0531
C 0.132 -2.116 4.964 -0.0024 -0.0051 -0.0031
H 5.439 -0.979 2.529 0.0009 -0.0047 -0.0038
H 3.949 -0.034 2.377 -0.0010 -0.0032 0.0034
H 5.078 -0.127 1.028 -0.0081 -0.0046 -0.0077
H 3.541 -2.552 2.132 0.0115 -0.0148 -0.0015
H 4.607 -2.565 0.755 0.0346 0.0350 0.0022
H 4.078 -1.638 -1.205 -0.0050 -0.0014 -0.0224
H -1.584 -0.713 -0.260 -0.0049 -0.0166 0.0131
H 2.051 -1.395 3.011 -0.0056 -0.0023 0.0158
H -2.355 -0.883 4.500 -0.0044 -0.0151 0.0057
H -1.546 0.662 4.233 -0.0067 -0.0084 -0.0207
H -1.703 -1.017 6.759 -0.0316 0.0091 -0.0109
H -1.684 0.743 6.588 -0.0104 0.0024 -0.0163
H 0.399 0.093 7.465 -0.0152 -0.0222 0.0088
H 0.670 0.424 5.867 -0.0066 0.0185 0.0145
H 0.507 -2.208 7.128 0.0119 -0.0143 -0.0088
H 1.839 -1.491 6.198 0.0018 -0.0246 -0.0175
H -0.743 -2.742 5.178 0.0025 -0.0030 0.0145
H 0.851 -2.740 4.442 -0.0096 0.0111 -0.0170
N -4.515 6.076 2.513 0.0073 -0.0013 0.0147
C -3.983 5.449 1.711 -0.0054 -0.0195 -0.0239
C -3.309 4.641 0.730 -0.0116 0.0439 0.0331
C -3.568 3.273 0.672 0.0319 0.0064 -0.0150
C -2.888 2.485 -0.236 -0.0482 -0.0289 0.0078
C -1.948 3.047 -1.107 0.0745 0.0257 0.0041
C -1.720 4.426 -1.057 0.0103 0.0086 0.0225
C -2.389 5.217 -0.143 -0.0008 -0.0351 -0.0040
C -1.215 2.213 -2.008 0.0924 -0.0292 0.1090
C -0.567 1.467 -2.720 0.2053 0.2020 0.0256
H -4.298 2.837 1.341 -0.0085 -0.0037 -0.0037
H -3.088 1.422 -0.286 0.0127 0.0141 -0.0100
H -1.003 4.865 -1.737 -0.0044 -0.0011 -0.0037
H -2.203 6.282 -0.099 0.0005 0.0006 -0.0011
```
Positions in Å, forces in eV/Å.

Properties
Expectation value of S² ... 0.760
Frontier orbital gap (spin up / spin down) ... 6.3228 / 6.3949 eV
Highest occupied orbital energy (spin up / spin down) ... -9.8 / -9.9 eV
Total charge ... +1
Multiplicity ... 2

Löwdin atomic charge list, values in e, 5 entries:
1. Ru 1.42
2. O 0.17
3. C -0.45
4. O 0.02
5. C -0.10